(1)
Below is an isolated molecule of C4H4F2 at a distorted geometry, with properties calculated with ωB97M-V with the def2-TZVPD basis set.

```
10
Properties=species:S:1:pos:R:3:forces:R:3:mulliken_charge:R:1
C -0.154 1.712 0.295 -0.41 -0.21 0.11 0.3978
C 0.458 0.530 0.278 0.21 1.98 0.26 -0.3639
C -0.326 -0.609 -0.031 -1.78 -1.91 0.22 0.0511
C 0.132 -1.726 -0.549 2.46 -0.95 0.32 -0.7385
H 1.537 0.496 0.463 -0.51 -0.02 -0.33 0.3323
H -1.385 -0.713 0.219 0.12 1.03 -0.02 0.2621
H 1.250 -1.795 -0.636 -1.15 -0.28 -0.45 0.2094
H -0.460 -2.634 -0.645 0.11 0.34 -0.22 0.2776
F 0.437 2.883 0.435 -0.29 -0.13 0.12 -0.2193
F -1.489 1.857 0.171 1.25 0.16 0.00 -0.2087
```
Positions in Å, forces in eV/Å.

E_HOMO ... -0.3322 hartree
Net charge ... 0
SMILES ... C=CC=C(F)F
Gap between HOMO and LUMO ... 10.065 eV
LUMO level ... 1.03 eV

---

(2)
Below is a structure of composition C39H95BrIN3O17P3 at a distorted geometry, with properties calculated with ωB97M-V with the def2-TZVPD basis set.

```
159
Properties=species:S:1:pos:R:3:forces:R:3:mulliken_charge:R:1
C -1.971 4.893 2.961 -0.48 -0.31 0.25 -0.0200
C -1.189 4.200 3.555 0.81 0.70 -0.40 -0.4613
C 0.029 3.547 4.059 -0.45 -0.57 -0.33 -0.9047
C 0.734 2.710 2.959 -0.93 0.26 0.32 0.0639
C 1.093 3.568 1.756 0.63 0.15 0.13 -1.8564
C 1.690 2.816 0.550 1.45 -0.55 0.63 1.4828
N 2.816 2.004 1.213 -0.21 0.13 -0.93 -0.0556
C 3.904 2.540 1.114 -0.26 -0.16 1.08 0.6021
O 4.966 3.018 1.207 0.18 -0.20 -0.42 -0.5953
O 2.401 3.657 -0.323 -1.28 -0.57 -0.09 -0.9973
P 1.510 4.050 -1.775 0.53 2.79 -0.82 1.8352
C 2.829 5.393 -2.111 -0.22 0.33 0.43 -1.6343
C 0.247 5.146 -0.967 -0.11 -0.42 0.77 0.1758
C 0.450 6.188 -0.166 0.11 0.13 -0.18 -1.1207
P 0.569 4.650 -3.750 -0.79 0.02 -1.12 0.0213
N 0.591 6.379 -3.836 -0.39 -0.53 0.55 -0.6083
O -1.095 4.307 -3.830 0.12 0.32 0.28 -0.5463
P 2.888 2.644 -3.197 -0.26 -1.64 0.11 0.6241
O 4.502 2.963 -2.856 -0.02 0.59 -0.39 -0.5713
Br 2.648 3.202 -5.430 1.52 -0.28 -0.28 -0.3670
O 0.605 2.599 -1.557 0.40 -0.99 0.03 -0.6821
C 0.671 1.943 -0.309 -0.17 2.03 0.33 1.1625
O -0.570 2.214 0.324 0.25 -1.16 0.36 0.4649
C -1.680 1.421 -0.014 -0.97 0.40 -0.39 -0.4751
C -2.395 1.842 -1.297 -0.23 -0.37 -0.10 -1.1765
N -2.729 3.252 -1.333 0.32 -0.22 0.38 -0.0484
C -3.578 3.728 -0.270 -0.49 0.34 -0.56 -0.4278
C -5.061 3.232 -0.271 -0.22 0.20 0.60 0.1976
C -5.360 2.315 0.909 0.11 0.28 0.07 -1.3898
O -5.450 2.691 -1.527 0.12 -0.08 -0.15 -0.5711
C 1.013 0.457 -0.484 -0.29 0.06 -0.35 -1.9295
I 0.728 -0.649 1.369 0.03 0.17 0.00 0.0816
C 2.339 0.174 -1.182 0.54 -0.79 0.12 0.5780
C 2.990 -1.177 -0.866 0.24 0.26 0.15 -1.9926
H -2.764 5.416 2.483 0.06 0.06 -0.02 0.4841
H 0.731 4.285 4.449 -0.20 0.12 0.20 0.4076
H -0.299 2.865 4.848 0.40 0.07 0.25 0.2435
H 0.022 1.937 2.680 0.18 -0.15 -0.11 -0.0396
H 1.594 2.242 3.436 0.11 -0.09 -0.24 0.2564
H 1.909 4.232 2.071 -0.04 0.11 -0.14 0.8775
H 0.270 4.212 1.473 -0.12 -0.20 -0.17 -0.4283
H 3.177 5.375 -3.146 -0.02 -0.16 0.00 0.4760
H 2.476 6.409 -1.924 -0.15 -0.08 0.03 0.3956
H 3.673 5.217 -1.445 0.11 -0.12 -0.16 0.2838
H -0.789 4.870 -1.170 0.08 -0.24 0.01 -0.2635
H 1.451 6.520 0.094 -0.01 -0.07 0.14 0.2346
H -0.375 6.724 0.297 -0.01 0.14 -0.19 0.2715
H 0.577 6.677 -4.801 -0.12 0.07 0.03 0.2596
H -0.135 6.833 -3.286 0.24 0.29 0.05 0.2422
H -1.594 5.089 -3.557 -0.06 -0.18 0.20 0.3216
H 4.711 2.623 -1.978 -0.10 0.01 -0.01 0.3451
H -1.506 0.344 -0.058 0.31 0.07 0.00 0.3406
H -2.400 1.549 0.799 0.24 0.04 0.21 0.1251
H -1.807 1.570 -2.175 0.16 0.34 0.01 0.5900
H -3.299 1.205 -1.351 0.04 -0.04 0.06 0.3115
H -3.090 3.512 -2.239 0.03 -0.05 -0.02 0.2864
H -3.146 3.538 0.714 0.17 -0.14 -0.09 -0.3075
H -3.610 4.819 -0.365 0.04 0.00 0.00 0.5931
H -5.678 4.126 -0.112 -0.05 -0.03 -0.09 0.2937
H -5.288 2.932 1.808 0.03 -0.14 0.09 0.3684
H -4.636 1.506 1.021 -0.07 -0.10 -0.16 0.2804
H -6.380 1.923 0.892 0.03 -0.08 -0.07 0.4294
H -5.870 1.838 -1.386 0.08 0.04 0.04 0.3502
H 0.230 0.052 -1.124 -0.02 -0.11 0.12 1.0781
H 2.163 0.167 -2.255 -0.19 0.33 0.02 0.2356
H 3.094 0.931 -0.987 -0.24 0.24 0.03 -0.4700
H 3.470 -1.181 0.115 -0.18 -0.01 0.09 0.4503
H 3.773 -1.370 -1.603 -0.04 0.00 -0.04 0.4685
H 2.270 -1.983 -0.944 0.04 -0.09 0.14 0.3276
C -1.996 -1.552 6.203 -0.02 0.04 0.01 -0.7902
C -1.441 -0.723 5.059 0.00 -0.36 -0.09 0.0769
O -0.198 -1.256 4.609 0.12 0.14 0.12 -0.4572
H -1.288 -1.578 7.033 0.00 0.08 0.01 0.1596
H -2.942 -1.144 6.559 -0.01 -0.04 0.02 0.3736
H -2.157 -2.586 5.887 -0.10 0.02 0.00 0.0435
H -1.259 0.302 5.381 0.11 0.00 -0.04 0.1363
H -2.143 -0.699 4.219 -0.08 0.11 0.07 0.2147
H -0.356 -2.158 4.312 0.01 0.02 -0.04 0.2762
C -3.738 -6.893 5.448 -0.04 -0.01 0.05 -1.1494
C -3.623 -5.410 5.750 0.24 -0.12 0.03 -0.1666
O -3.021 -5.183 7.023 -0.13 0.01 0.01 -0.4939
H -4.325 -7.392 6.220 -0.03 0.02 -0.01 0.2242
H -4.212 -7.060 4.480 0.02 -0.01 -0.01 0.3338
H -2.752 -7.363 5.436 0.00 0.01 -0.08 0.3918
H -4.609 -4.949 5.781 0.02 0.04 0.07 0.3079
H -3.031 -4.910 4.976 -0.11 0.01 -0.08 0.2594
H -2.143 -5.576 7.006 0.01 0.04 0.03 0.2736
C -1.228 0.187 10.094 0.06 -0.08 0.00 -0.9580
C -0.481 1.159 9.199 -0.42 0.10 0.20 -0.2684
O -1.369 1.743 8.250 0.19 -0.07 -0.16 -0.4531
H -1.693 -0.597 9.495 0.06 -0.02 -0.02 0.2053
H -0.558 -0.276 10.820 -0.03 0.00 0.02 0.3155
H -2.029 0.696 10.636 0.06 0.03 0.06 0.3433
H 0.302 0.644 8.644 -0.05 0.08 -0.14 0.2747
H -0.017 1.953 9.794 0.13 -0.09 0.02 0.3123
H -2.056 2.203 8.743 -0.01 0.02 -0.06 0.2511
C 3.089 -4.713 -3.817 0.09 0.07 0.10 -0.7770
C 1.796 -4.142 -3.265 0.12 0.16 -0.27 -0.3582
O 1.896 -2.738 -3.061 -0.18 -0.20 -0.18 -0.3531
H 3.915 -4.507 -3.133 -0.06 -0.05 0.08 0.2997
H 3.012 -5.793 -3.960 0.00 0.01 -0.04 0.3410
H 3.333 -4.252 -4.774 -0.09 -0.12 0.02 0.0873
H 1.557 -4.585 -2.297 -0.04 0.10 0.04 0.3084
H 0.966 -4.348 -3.951 -0.02 -0.15 0.06 0.2688
H 2.095 -2.332 -3.912 0.01 0.05 0.04 0.2387
C -5.869 -5.670 9.044 -0.02 0.09 -0.07 -0.8594
C -7.249 -5.808 8.430 0.20 -0.29 -0.02 -0.2637
O -7.173 -6.117 7.039 -0.08 0.14 -0.01 -0.5031
H -5.301 -4.893 8.534 0.01 0.01 0.03 0.1614
H -5.934 -5.421 10.105 0.00 -0.03 0.00 0.3715
H -5.305 -6.600 8.939 -0.01 -0.02 0.07 0.2684
H -7.803 -4.875 8.515 -0.04 -0.01 -0.10 0.2910
H -7.820 -6.593 8.939 -0.05 0.10 0.10 0.2440
H -6.697 -6.948 6.950 0.01 0.02 -0.02 0.2789
C 7.042 0.096 3.493 0.08 0.05 -0.06 -1.2328
C 6.009 -0.357 2.477 -0.15 -0.01 0.43 0.2215
O 5.493 -1.639 2.831 0.13 -0.11 -0.20 -0.5486
H 7.858 -0.625 3.550 0.01 0.01 -0.06 0.2988
H 7.451 1.072 3.228 -0.02 0.02 0.03 0.3334
H 6.598 0.165 4.489 -0.03 0.09 -0.02 0.3301
H 6.456 -0.444 1.488 -0.07 -0.12 -0.02 0.3194
H 5.182 0.357 2.418 0.08 0.09 -0.09 -0.0510
H 5.086 -1.557 3.698 -0.08 0.01 -0.05 0.3202
C 3.017 -5.913 -8.624 -0.06 -0.05 0.18 -0.8760
C 3.073 -4.452 -8.221 0.27 -0.13 -0.05 -0.2484
O 3.737 -4.283 -6.972 -0.12 0.01 -0.13 -0.5038
H 2.499 -6.499 -7.862 -0.09 0.06 -0.02 0.2982
H 2.497 -6.036 -9.576 0.02 -0.02 -0.01 0.2725
H 4.022 -6.322 -8.724 0.00 0.03 -0.13 0.1915
H 2.069 -4.045 -8.103 0.04 0.07 0.08 0.2937
H 3.594 -3.866 -8.986 -0.13 0.02 -0.08 0.2528
H 4.631 -4.627 -7.069 0.00 0.04 0.03 0.2637
C 6.838 4.353 -7.690 0.05 -0.02 0.01 -0.8980
C 5.951 3.675 -8.718 -0.15 -0.01 0.29 -0.2448
O 5.556 2.378 -8.291 0.10 0.03 -0.09 -0.5060
H 7.728 3.750 -7.502 0.02 0.01 -0.05 0.2572
H 7.148 5.343 -8.029 -0.01 0.01 0.02 0.3022
H 6.311 4.460 -6.740 -0.04 0.06 -0.03 0.2688
H 6.483 3.549 -9.662 -0.04 -0.06 -0.02 0.2697
H 5.056 4.280 -8.904 0.08 0.09 -0.09 0.2484
H 5.073 2.487 -7.463 -0.11 -0.11 0.04 0.2692
C 4.725 -8.211 -12.284 -0.03 -0.03 0.07 -1.0382
C 4.803 -6.760 -11.844 0.29 -0.14 -0.03 -0.1984
O 5.486 -6.628 -10.601 -0.04 0.01 -0.01 -0.4818
H 4.215 -8.809 -11.529 -0.05 0.03 -0.01 0.2742
H 4.188 -8.306 -13.229 0.02 -0.01 -0.01 0.3212
H 5.726 -8.630 -12.411 0.00 0.03 -0.08 0.3200
H 3.805 -6.350 -11.699 0.03 0.06 0.07 0.2604
H 5.315 -6.158 -12.601 -0.13 0.03 -0.07 0.2895
H 6.376 -6.975 -10.716 0.00 0.03 0.02 0.2722
C -10.673 2.865 2.298 0.04 0.05 0.04 -1.1091
C -9.473 2.219 1.630 -0.13 -0.20 0.22 -0.1230
O -8.524 1.763 2.589 0.05 0.11 -0.07 -0.5089
H -10.356 3.705 2.917 0.01 0.03 -0.05 0.3030
H -11.389 3.225 1.557 -0.01 -0.02 0.01 0.3239
H -11.181 2.152 2.952 -0.05 -0.03 -0.07 0.3178
H -8.957 2.937 0.994 0.08 -0.04 0.02 0.2647
H -9.792 1.375 1.009 -0.03 0.09 -0.12 0.2694
H -8.959 1.117 3.152 0.04 0.00 0.01 0.2818
```
Positions in Å, forces in eV/Å.

E_HOMO ... -0.1129 hartree
Net charge ... -1
Gap between HOMO and LUMO ... 4.763 eV
LUMO level ... 1.69 eV

---

(3)
Below is an isolated molecule of C4H7N3O2 at a distorted geometry, with properties calculated with ωB97M-V with the def2-TZVPD basis set.

```
16
Properties=species:S:1:pos:R:3:forces:R:3:mulliken_charge:R:1
C 0.594 -1.467 -0.569 -0.31 -3.66 0.54 -0.5421
C -0.054 -0.167 -0.325 -0.62 -0.16 0.20 0.4907
C 0.033 1.631 0.859 2.02 -1.50 -1.01 0.3645
C -1.377 0.263 -0.183 1.21 -0.99 2.07 0.0771
H 1.700 -1.176 -2.439 -0.36 -1.98 2.40 0.2703
H 2.635 -1.278 -1.129 -1.66 -0.98 0.03 0.3181
H -0.260 -2.287 -0.509 1.77 1.19 -1.20 0.1458
H 1.127 -1.735 0.353 -0.54 0.44 0.28 0.3149
H 1.277 2.813 1.744 0.94 -0.34 0.01 0.3545
H -1.996 2.022 1.264 2.29 -2.58 -2.85 0.3522
H -2.782 -1.343 -0.009 1.69 2.77 -0.27 0.3415
N 1.769 -1.786 -1.496 -0.15 3.61 -2.41 -0.6655
N 0.793 0.658 0.329 0.25 3.76 1.03 -0.6390
N -1.244 1.406 0.634 -3.68 2.54 2.00 -0.0985
O 0.371 2.778 1.474 -0.96 -0.08 -0.07 -0.5077
O -2.587 -0.332 0.002 -1.88 -2.03 -0.74 -0.5769
```
Positions in Å, forces in eV/Å.

E_HOMO ... -0.2854 hartree
Net charge ... 0
SMILES ... NCc1nc(O)[nH]c1O
Gap between HOMO and LUMO ... 8.262 eV
LUMO level ... 0.50 eV